Entry from the OMol25 dataset: the ion C6H15N2 with charge +1 (ωB97M-V/def2-TZVPD).

Atoms and positions in Å:
N (-1.498283, 0.644173, -0.601272)
N (-1.277282, -0.485411, 1.195642)
C (1.640456, -0.295032, 1.259142)
C (0.952461, -1.218649, -0.922902)
C (1.773844, 1.220393, -0.742979)
C (-0.621261, 0.166654, 0.223878)
C (-2.955905, 0.619805, -0.353455)
C (0.933721, 0.039118, -0.040107)
H (2.707920, 0.863199, -0.985830)
H (-3.423418, -0.258096, -0.733150)
H (-1.365139, 1.143611, -1.438277)
H (1.883537, 2.028808, -0.073421)
H (-3.249316, 0.809369, 0.676398)
H (0.581583, -1.112161, -2.001550)
H (1.396294, -1.288667, 1.668971)
H (1.258932, 1.505360, -1.640207)
H (2.672546, -0.279357, 1.318066)
H (1.494457, 0.435002, 2.051819)
H (0.428892, -2.067130, -0.498932)
H (-0.713840, -0.814623, 1.980402)
H (2.018811, -1.333408, -1.103609)
H (-3.576993, 1.411440, -0.923976)
H (-2.247718, -0.445553, 1.316989)

Atoms 1-6, force components in eV/Å:
-2.3 1.5 -1.0
4.3 -0.5 1.5
-1.9 -0.4 1.7
0.4 0.6 -2.3
-3.9 -1.2 0.9
-0.4 -0.6 0.3

Its lowest unoccupied orbital energy is -0.1088 Eh. Its energy above the lowest of the compared OMol25 structures with the same formula, charge and spin is 134.4 kJ/mol. Its net charge is +1. The calculation puts the HOMO energy at -15.00 eV. For the gap between HOMO and LUMO, the calculation gives 0.442 hartree.

***

Entry from the OMol25 dataset: a structure of composition C30H16IN5S2V (ωB97M-V/def2-TZVPD).

Atoms and positions in Å:
I (-3.281039, 1.184986, -1.616077)
V (-0.713340, -0.398930, 0.044031)
S (-1.934257, -0.675591, 2.258953)
S (0.751697, -1.498361, 1.491712)
N (1.918464, -3.223163, 4.628661)
N (-2.057446, -1.937889, 5.848073)
N (0.402383, -0.251772, -1.627696)
N (7.980110, 4.647875, -0.516934)
N (-0.406654, 1.477556, 0.387601)
C (5.686995, 3.439496, -0.576866)
C (1.868506, 1.495390, -0.674651)
C (0.951850, -2.669907, 4.322817)
C (-1.126893, 2.368216, 1.135544)
C (-3.529112, -1.689404, -0.639418)
C (-3.612645, -4.103204, -0.263061)
C (3.870467, 2.472653, -1.832902)
C (1.628602, 0.399596, -1.574183)
C (1.757902, -1.186053, -3.181905)
C (-0.482264, -1.444104, 2.721488)
C (2.490971, -0.186363, -2.517092)
C (-2.262725, -4.152274, -0.412334)
C (6.960899, 4.112090, -0.542960)
C (0.864312, 3.311590, 0.787769)
C (0.496547, -1.187479, -2.613589)
C (-4.281852, -0.507473, -0.892897)
C (3.172157, 2.141569, -0.654356)
C (-0.270609, -2.007615, 3.980833)
C (0.846618, 2.052955, 0.173172)
C (5.094380, 3.109464, -1.796161)
C (-4.291036, -2.863866, -0.388891)
C (-6.362757, -1.612463, -0.451739)
C (-5.701907, -2.792888, -0.280516)
C (-1.274302, -1.961172, 4.999856)
C (5.016794, 3.115370, 0.606971)
C (-5.641378, -0.447060, -0.794583)
C (-0.389211, 3.500940, 1.400147)
C (-2.093326, -1.711192, -0.638249)
C (-1.507344, -2.965944, -0.595041)
C (3.789088, 2.490316, 0.566587)
H (-0.719121, 4.355801, 1.971797)
H (-7.441360, -1.565472, -0.354797)
H (-0.431553, -3.064702, -0.669114)
H (1.684130, 4.013044, 0.763988)
H (-2.126590, 2.130731, 1.456805)
H (2.102852, -1.833344, -3.975254)
H (3.410096, 2.258198, -2.786617)
H (3.528824, 0.058503, -2.675108)
H (3.285897, 2.228500, 1.487920)
H (5.598388, 3.374932, -2.717723)
H (-6.162870, 0.478959, -0.995782)
H (-1.749973, -5.106959, -0.360454)
H (-4.188822, -5.002294, -0.071990)
H (-6.250245, -3.702765, -0.059025)
H (-0.346359, -1.818469, -2.845416)
H (5.478064, 3.349469, 1.558668)

Atoms 1-6, force components in eV/Å:
0.0 0.0 0.1
0.0 -0.3 0.5
0.0 0.0 0.1
0.2 -0.1 0.3
0.0 0.0 0.0
0.0 0.0 0.0

Its lowest unoccupied orbital energy (spin up / spin down) is 0.1411 / 0.1410 Eh. Its net charge is -2. The expectation value of S² is 3.8034. Its spin multiplicity is 4. The calculation puts the HOMO energy (spin up / spin down) at -0.84 / -2.42 eV. For the gap between HOMO and LUMO (spin up / spin down), the calculation gives 0.172 / 0.230 hartree.

***

Entry from the OMol25 dataset: a structure of composition C45H40BrNOOsP2S2Si (ωB97M-V/def2-TZVPD).

Atoms and positions in Å:
Os (-0.479911, -0.252109, 0.006261)
Br (-4.599483, -1.027669, -0.376519)
S (-3.404265, 0.185232, 2.547618)
S (-2.778058, -2.702519, 3.410848)
P (1.521103, -0.514090, -1.296182)
P (-1.353245, 0.438263, 2.161288)
Si (0.483197, 1.982974, 0.039144)
O (-5.090439, -1.571694, 2.836868)
N (-2.338296, 0.009878, -1.660665)
C (-3.774909, -1.514735, 2.949120)
C (2.034474, 2.151388, -4.372030)
C (1.487599, 0.957802, -2.361919)
C (2.633670, -2.953410, -2.018564)
C (1.804571, -4.312258, -3.825695)
C (-0.977779, -0.130468, 4.894049)
C (0.997480, -3.589263, 1.147732)
C (-1.528106, 2.268462, 1.970366)
C (5.456018, -0.111725, 1.044606)
C (3.106133, -0.602346, 1.018873)
C (-1.439215, -2.583245, 0.247305)
C (-2.254189, 3.034754, 2.890440)
C (4.227082, 0.000415, -1.024791)
C (-4.450877, 0.758740, -2.497653)
C (0.845680, -3.346367, -4.120093)
C (2.694180, -4.116649, -2.779195)
C (-1.945484, 4.988022, 1.516826)
C (-5.772166, -2.801688, 3.219574)
C (-1.743120, 1.994165, -4.843068)
C (0.956753, 2.127114, -1.778571)
C (0.384326, -4.151500, 0.029608)
C (-0.817886, -2.028002, 1.367389)
C (1.756338, 0.400546, 4.737772)
C (5.419127, 0.126060, -0.326224)
C (4.299995, -0.477507, 1.718322)
C (1.991331, 2.626709, 0.899561)
C (0.963602, 0.489305, 3.605844)
C (-0.404005, 0.227960, 3.680356)
C (-0.177060, -0.217653, 6.029335)
C (3.061344, -0.364543, -0.350955)
C (-1.160975, 4.251795, 0.643315)
C (1.685011, -1.979676, -2.319645)
C (0.782341, -2.184956, -3.366606)
C (-3.667366, 0.043116, -1.610545)
C (-0.931568, 2.883786, 0.860330)
C (0.986040, 3.305090, -2.529696)
C (-0.824140, -3.652387, -0.421539)
C (1.521509, 3.315573, -3.814781)
C (1.184027, 0.041967, 5.952724)
C (-3.838077, 1.432599, -3.531724)
C (-2.460018, 1.347918, -3.686793)
C (-1.774561, 0.638104, -2.724226)
C (0.413193, -2.522090, 1.816146)
C (-2.467425, 4.383921, 2.656230)
C (2.014901, 0.965665, -3.649011)
H (-2.041004, -0.321659, 4.972838)
H (1.937905, -3.988943, 1.512378)
H (0.602636, 4.232798, -2.113894)
H (-2.657444, 2.582315, 3.790700)
H (-1.820981, 3.082463, -4.791423)
H (-3.041859, 4.966815, 3.364412)
H (4.210563, 0.194879, -2.091824)
H (0.849324, -4.985483, -0.480559)
H (1.801085, -0.030862, 6.840350)
H (-4.434709, 2.003348, -4.235664)
H (-2.438930, -2.283610, -0.032983)
H (4.326722, -0.663848, 2.786894)
H (1.861356, -5.215942, -4.421473)
H (6.322705, 0.412542, -0.852161)
H (0.153096, -3.499717, -4.938035)
H (-0.705196, 0.567756, -2.808770)
H (1.411230, 0.762562, 2.663571)
H (0.031708, -1.435930, -3.602193)
H (2.414500, 0.057161, -4.085768)
H (2.209595, -0.876816, 1.543693)
H (-0.697165, 4.758722, -0.198070)
H (-5.523934, 0.753268, -2.381807)
H (2.450505, 2.164687, -5.371675)
H (3.443836, -4.866685, -2.556326)
H (0.868566, -2.120506, 2.714667)
H (1.989243, 2.480934, 1.978379)
H (-0.624945, -0.489899, 6.976796)
H (1.538915, 4.237792, -4.383589)
H (1.982862, 3.710512, 0.723803)
H (3.334285, -2.803349, -1.205886)
H (-2.126202, 6.039615, 1.328883)
H (6.389941, -0.009888, 1.585526)
H (-0.685400, 1.733252, -4.849516)
H (-2.181304, 1.680577, -5.791266)
H (-5.571705, -3.018695, 4.264679)
H (-1.320473, -4.102949, -1.273633)
H (-6.821739, -2.593089, 3.053896)
H (2.815644, 0.621120, 4.676251)
H (-5.424951, -3.622488, 2.598436)
H (2.913316, 2.218468, 0.479205)

Atoms 1-6, force components in eV/Å:
-1.0 -0.6 0.5
-0.1 0.0 0.0
0.1 0.0 0.1
0.1 0.0 0.0
0.0 0.2 0.3
0.0 1.3 -0.1

Its lowest unoccupied orbital energy (spin up / spin down) is -0.1857 / -0.2611 Eh. Its energy above the lowest of the compared OMol25 structures with the same formula, charge and spin is 266.2 kJ/mol. Its net charge is +2. The expectation value of S² is 6.0226. Its spin multiplicity is 5. The calculation puts the HOMO energy (spin up / spin down) at -12.72 / -13.49 eV. For the gap between HOMO and LUMO (spin up / spin down), the calculation gives 0.282 / 0.235 hartree.

***

Entry from the OMol25 dataset: the molecule C3H7NO2 (ωB97M-V/def2-TZVPD).

Atoms and positions in Å:
O (-0.013096, 1.211919, -0.471860)
O (1.267841, -0.520095, 0.312356)
N (-2.262329, -0.081375, -0.068252)
C (-1.003407, -0.777309, 0.221910)
C (2.408221, 0.266272, 0.042669)
C (0.077010, 0.047884, -0.018940)
H (2.394188, 1.198531, 0.616013)
H (-2.939026, -0.593252, -0.643023)
H (3.258351, -0.349029, 0.343896)
H (2.475303, 0.510360, -1.021623)
H (-2.633904, 0.120148, 0.853970)
H (-1.975638, 0.803851, -0.541295)
H (-1.053512, -1.837909, 0.374183)

Atoms 1-6, force components in eV/Å:
0.0 -0.2 0.2
-0.1 0.0 -0.1
0.0 0.0 0.2
0.2 -0.3 -0.4
0.3 0.2 -0.1
-0.1 -0.1 -0.1

Its lowest unoccupied orbital energy is 0.0139 Eh. Its energy above the lowest of the compared OMol25 structures with the same formula, charge and spin is 251.2 kJ/mol. Its net charge is 0. The calculation puts the HOMO energy at -7.31 eV. For the gap between HOMO and LUMO, the calculation gives 0.282 hartree.